Record 1
Density functional theory data (ωB97M-V/def2-TZVPD) for a structure of composition C3H3NS in a non-equilibrium geometry.

Computed properties:
* lowest unoccupied orbital energy (alpha / beta): 0.882 / -2.875 eV
* HOMO-LUMO gap (alpha / beta): 8.38 / 6.91 eV
* 2S+1: 3
* expectation value of S²: 2.029
* E_HOMO (alpha / beta): -7.5 / -9.8 eV

Positions of all 8 atoms, in Å:
C 0.280 -1.320 -0.125
C 1.158 -0.228 -0.212
C -0.061 0.652 -0.088
N -0.798 -0.602 0.248
S 2.751 0.015 0.072
H 0.436 -2.423 -0.364
H 0.043 1.507 0.652
H -0.510 1.171 -1.064

Forces on the atoms, in the same order (eV/Å):
-0.3 -0.5 -0.1
-0.5 -0.4 -1.0
-0.6 2.5 -0.5
-0.2 -0.8 -0.7
1.4 0.3 0.0
-0.5 1.6 0.8
-0.5 -1.2 -0.4
1.2 -1.5 1.8

Record 2
Density functional theory data (ωB97M-V/def2-TZVPD) for an isolated molecule of C3H3NS2 in a non-equilibrium geometry.

Computed properties:
* lowest unoccupied orbital energy: -0.833 eV
* structure (SMILES): C=C=NC(=S)S
* HOMO-LUMO gap: 7.68 eV
* E_HOMO: -8.5 eV

Positions of all 9 atoms, in Å:
C 0.199 1.255 0.115
C -0.942 1.575 0.547
C 2.292 0.000 -0.031
N 1.376 0.833 -0.481
S 3.804 0.622 0.253
S 1.844 -1.691 0.465
H -1.766 0.878 0.495
H -1.369 2.341 1.061
H 2.828 -2.450 0.076

Forces on the atoms, in the same order (eV/Å):
8.6 -3.4 -3.9
-1.7 -1.6 -0.2
3.3 -0.8 2.0
-9.2 3.4 2.3
-0.5 -0.7 -0.4
-1.9 1.1 0.0
0.2 -0.9 -0.7
0.1 2.9 1.4
1.2 0.0 -0.4

Record 3
Density functional theory data (ωB97M-V/def2-TZVPD) for an isolated molecule of C3H3O2P in a non-equilibrium geometry.

Computed properties:
* lowest unoccupied orbital energy: -0.253 eV
* HOMO-LUMO gap: 6.93 eV
* E_HOMO: -7.2 eV

Positions of all 9 atoms, in Å:
C -0.500 -1.188 0.091
C -2.801 0.757 -0.044
C -0.381 0.388 0.092
O -3.957 0.854 0.092
O -1.637 1.234 -0.063
P -1.818 -2.162 -0.076
H 0.452 -1.435 0.376
H 0.030 0.675 1.019
H 0.304 0.825 -0.738

Forces on the atoms, in the same order (eV/Å):
-2.4 2.6 -0.5
-0.3 -3.4 0.4
0.3 -0.5 -2.5
1.3 1.1 -0.3
0.1 -0.2 0.2
-0.4 2.0 -0.1
2.5 -1.2 0.5
0.2 0.6 1.2
-1.3 -0.9 1.2

Record 4
Density functional theory data (ωB97M-V/def2-TZVPD) for an isolated molecule of C3H3O2P in a non-equilibrium geometry.

Computed properties:
* lowest unoccupied orbital energy: -0.414 eV
* structure (SMILES): COC#P=C=O
* HOMO-LUMO gap: 8.18 eV
* E_HOMO: -8.6 eV

Positions of all 9 atoms, in Å:
C 2.532 -1.438 -1.711
C -0.070 -0.768 0.266
C -1.475 0.897 1.052
O 3.524 -1.426 -2.310
O -0.534 0.449 0.145
P 1.187 -0.654 -1.138
H -1.340 0.644 2.058
H -2.408 0.361 0.732
H -1.417 1.935 0.907

Forces on the atoms, in the same order (eV/Å):
0.9 0.0 0.3
0.5 -0.4 0.2
-2.7 -1.2 -0.9
-0.4 -0.9 0.2
2.5 -1.5 -1.0
-1.1 1.7 -0.7
0.9 -0.6 1.4
0.3 1.3 0.4
-0.8 1.5 0.0

Record 5
Density functional theory data (ωB97M-V/def2-TZVPD) for the ion C3H3O2S with charge -1 in a non-equilibrium geometry.

Computed properties:
* lowest unoccupied orbital energy: 4.238 eV
* HOMO-LUMO gap: 7.32 eV
* E_HOMO: -3.1 eV
* net charge: -1

Positions of all 9 atoms, in Å:
C 1.071 -0.669 -0.098
C 0.058 0.329 -0.582
C 1.261 0.333 0.722
O -1.540 0.251 1.353
O -2.424 -0.712 -0.957
S -1.794 0.401 -0.160
H 1.483 -1.518 -0.492
H 0.575 0.892 -1.498
H 1.312 0.693 1.712

Forces on the atoms, in the same order (eV/Å):
-0.8 2.8 0.7
3.9 1.2 -0.2
-3.1 -1.2 -2.8
-1.1 -0.6 -1.7
0.6 0.1 1.0
1.3 0.4 1.0
0.8 -2.5 -0.4
-1.9 -0.7 1.7
0.4 0.5 0.5

Record 6
Density functional theory data (ωB97M-V/def2-TZVPD) for the ion C3H3O2S with charge -1 in a non-equilibrium geometry.

Computed properties:
* lowest unoccupied orbital energy: 3.976 eV
* HOMO-LUMO gap: 7.77 eV
* E_HOMO: -3.8 eV
* net charge: -1

Positions of all 9 atoms, in Å:
C -0.401 -1.509 -0.446
C -0.642 -2.528 -1.024
C -0.021 -0.311 0.322
O -2.511 -4.452 -0.483
O -0.586 -4.371 0.920
S -1.073 -4.434 -0.485
H -0.390 -0.267 1.366
H 1.007 -0.237 0.277
H -0.421 0.505 -0.122

Forces on the atoms, in the same order (eV/Å):
0.4 1.9 1.3
-0.6 -2.1 -0.4
-1.2 -2.6 1.0
-2.1 0.0 -0.6
0.3 -0.1 -0.8
1.9 0.2 1.1
0.3 -0.6 -0.4
2.3 0.4 0.3
-1.2 2.8 -1.5

Record 7
Density functional theory data (ωB97M-V/def2-TZVPD) for a cluster of 2 separate species, C3H3O2S2 in total in a non-equilibrium geometry.

Computed properties:
* lowest unoccupied orbital energy: 3.096 eV
* HOMO-LUMO gap: 7.03 eV
* E_HOMO: -3.9 eV
* net charge: -1

Positions of all 10 atoms, in Å:
C -1.045 0.097 -0.359
C -4.008 0.511 -0.032
C 0.221 -0.239 -0.680
O -3.611 1.623 -0.134
O -4.974 -0.126 0.239
S -2.438 -0.861 -0.336
S 1.555 0.698 -0.286
H -1.176 1.089 -0.339
H 0.758 -1.708 -1.240
H 1.413 1.090 1.071

Forces on the atoms, in the same order (eV/Å):
1.1 -3.8 -1.6
0.6 -0.7 0.3
0.2 -4.2 -0.8
0.7 1.8 -0.3
-1.2 -0.9 0.1
-0.4 -0.7 0.1
1.7 1.7 1.1
-0.7 3.8 0.8
-1.8 3.6 1.7
-0.2 -0.7 -1.3

Record 8
Density functional theory data (ωB97M-V/def2-TZVPD) for a structure of composition C3H3O2Tl in a non-equilibrium geometry.

Computed properties:
* lowest unoccupied orbital energy (alpha / beta): -0.516 / -0.394 eV
* HOMO-LUMO gap (alpha / beta): 7.74 / 4.59 eV
* E_HOMO (alpha / beta): -8.3 / -5.0 eV

Positions of all 9 atoms, in Å:
C -1.668 -0.999 -0.228
C -2.506 -0.431 0.772
H -1.206 -2.029 -0.066
H -1.945 -0.912 -1.327
H -0.832 -0.185 -0.031
O 0.738 2.689 -0.048
C 1.307 1.697 0.129
O 2.187 0.949 0.325
Tl 3.926 -0.780 0.474

Forces on the atoms, in the same order (eV/Å):
1.3 -0.2 -0.9
0.1 0.0 -0.1
-0.4 1.1 0.1
0.1 0.1 1.1
-1.1 -1.1 -0.2
-1.2 -0.6 -0.1
2.2 1.6 0.2
-1.8 -0.2 -0.1
0.8 -0.8 0.1

no.,E (eV)
1,-15480.3147
2,-26316.4391
3,-16538.7425
4,-16537.7967
5,-18086.4016
6,-18088.0668
7,-28924.0127
8,-11941.1854